Entry 1:
A structure of composition C5H9NO2. Source: OMol25; level of theory: ωB97M-V/def2-TZVPD.

The geometry in XYZ format:
```
17
Properties=species:S:1:pos:R:3:nbo_charge:R:1
O 0.6952 0.7677 0.7690 -0.745
C 1.6868 0.0909 0.2675 0.789
O 1.6211 -1.0812 -0.0685 -0.683
C 2.9559 0.8687 0.0926 -0.719
H 3.8056 0.2112 0.2121 0.227
H 2.9700 1.2756 -0.9130 0.229
H 3.0039 1.6841 0.8030 0.221
C -2.1769 -0.1507 -0.5720 -0.056
C -1.9653 1.0050 -1.1670 -0.346
C -1.4017 -1.7750 0.9088 0.056
N -1.3054 -0.6188 0.4340 -0.434
H -3.0030 -0.7875 -0.8346 0.188
H -1.1292 1.6309 -0.9006 0.227
H -2.6421 1.3256 -1.9432 0.210
H -0.6669 -2.1014 1.6436 0.208
H -2.1849 -2.4484 0.5854 0.166
H -0.2630 0.1032 0.6831 0.461
```

* gap between HOMO and LUMO: 9.18 eV
* ΔE to the lowest compared entry with this formula, charge and spin: 151.6 kJ/mol
* E_LUMO: -0.02 eV

Entry 2:
A structure of composition C42H42Cl3N9O6SSeTaTe. Source: OMol25; level of theory: ωB97M-V/def2-TZVPD.

The geometry in XYZ format:
```
106
Properties=species:S:1:pos:R:3:mulliken_charge:R:1
Ta 12.6597 11.8650 11.1503 2.445
C 10.4746 8.7777 8.1990 -1.881
C 10.8667 9.4235 9.5167 0.638
N 11.4002 10.6074 9.5330 0.249
N 11.4030 11.1984 8.3229 -0.850
C 11.6796 12.5075 8.1061 0.710
N 11.6281 12.8924 6.8309 -0.467
S 12.0753 13.6011 9.3155 -0.429
C 10.7355 8.6639 10.7778 0.528
C 10.6764 7.3144 10.8547 -0.747
C 10.5386 6.7329 12.1354 -0.867
C 10.3018 7.5262 13.2125 -0.899
C 10.3348 8.8957 13.0194 -0.059
N 10.6056 9.4865 11.8501 0.322
H 11.3474 8.6552 7.5033 0.387
H 9.6536 9.3870 7.8206 0.426
H 10.1002 7.7857 8.4036 0.492
H 11.3058 10.7009 7.4847 0.273
H 11.0296 12.3888 6.1702 0.226
H 11.9807 13.7944 6.5883 0.262
H 10.7061 6.6180 10.0171 0.395
H 10.4932 5.6593 12.2112 0.494
H 10.0904 7.1243 14.2238 0.430
H 10.2306 9.6253 13.8295 0.399
Cl 13.3768 16.3178 13.3630 -0.131
C 11.8899 15.6612 12.9702 1.174
C 10.7570 16.4694 13.1458 -0.614
C 9.5213 16.0133 12.7744 0.433
Cl 8.0331 16.8677 13.1742 -0.226
C 9.3441 14.7016 12.2624 0.550
C 8.1370 14.2181 11.7634 -1.070
C 8.1182 12.9525 11.2227 -1.341
C 9.2926 12.2332 11.1829 -0.051
N 10.4615 12.6794 11.5221 0.833
C 10.4691 13.9130 12.1171 -0.691
C 11.7698 14.3668 12.4849 -0.542
O 12.7875 13.5989 12.1784 1.187
H 10.8638 17.5449 13.4834 0.391
H 7.2249 14.7645 11.8467 0.540
H 7.1781 12.5952 10.7389 0.417
H 9.3036 11.2246 10.7964 0.149
Se 10.0520 11.9741 15.8563 0.284
N 11.4311 11.3832 16.7863 -0.815
C 12.3667 11.0681 15.8955 0.600
C 13.5241 10.4062 16.1567 -0.760
C 14.3573 10.1247 15.0931 -1.670
C 14.0261 10.5652 13.7950 -0.249
N 12.8584 11.2025 13.4577 0.869
C 12.0215 11.4184 14.4764 -0.142
N 10.7870 11.8766 14.2952 -0.163
H 13.8396 10.1601 17.1864 0.483
H 15.3354 9.6500 15.3014 0.564
H 14.7775 10.4292 13.0518 0.597
O 15.6491 9.6190 10.9514 -0.710
Cl 14.4093 8.8821 10.8476 2.130
O 14.0353 8.7301 9.4748 -0.673
O 14.5315 7.6431 11.5400 -0.714
O 13.3109 9.6845 11.4816 -1.031
C 16.2868 11.9368 9.2994 -1.082
C 15.0713 11.8865 10.1438 -0.113
O 14.0300 11.3459 9.6120 -0.682
N 14.7914 12.4458 11.3105 0.570
Te 15.6316 13.6184 12.7339 0.391
C 16.1359 15.6283 12.0701 0.480
C 16.9770 16.3013 13.0023 -0.080
C 17.3596 15.7682 14.3772 -1.765
C 17.4783 17.5347 12.6026 -1.213
C 17.0371 18.1979 11.4420 0.602
C 17.7114 19.4432 10.8667 -1.624
C 16.0097 17.6038 10.7106 -1.244
C 15.5173 16.2960 11.0113 1.066
C 14.4456 15.6633 10.1958 -0.748
C 17.7018 12.9465 12.5715 0.361
C 18.5184 13.3569 11.5042 1.137
C 18.1445 14.3225 10.3930 -1.707
C 19.7915 12.8726 11.5170 -0.861
C 20.3554 12.0539 12.4998 0.225
C 21.7782 11.6474 12.4107 -1.559
C 19.5602 11.7659 13.5777 -0.541
C 18.2505 12.1847 13.6310 1.265
C 17.4807 11.8329 14.8755 -1.875
H 17.1626 11.5421 9.8547 0.136
H 16.3479 13.0113 9.0759 0.215
H 16.1461 11.3130 8.4037 0.537
H 16.4800 15.6925 14.9629 0.323
H 17.9573 16.5114 14.8861 0.548
H 17.8673 14.8084 14.2886 0.282
H 18.2469 18.0936 13.1335 0.442
H 17.0547 20.3949 10.8971 0.297
H 17.7941 19.1862 9.8352 0.405
H 18.6555 19.6775 11.3510 0.399
H 15.5779 18.0972 9.8986 0.661
H 14.3854 16.0410 9.1596 0.558
H 13.4842 15.8788 10.5992 0.524
H 14.5663 14.5874 10.1959 -0.391
H 17.0959 14.5798 10.2493 -0.369
H 18.6104 14.0078 9.4778 0.628
H 18.5631 15.2609 10.7473 0.551
H 20.4056 13.2339 10.7204 0.564
H 21.9664 10.7021 12.9553 0.395
H 22.3536 12.4733 12.9806 0.284
H 22.0396 11.5190 11.3843 0.429
H 20.0452 11.2876 14.4584 0.420
H 16.5379 12.4496 14.9858 0.250
H 18.1596 11.9776 15.7406 0.557
H 17.1936 10.7564 14.8577 0.264
```

* gap between HOMO and LUMO (alpha / beta): 5.86 / 6.54 eV
* ΔE to the lowest compared entry with this formula, charge and spin: 93.3 kJ/mol
* charge: +2
* E_LUMO (alpha / beta): -6.03 / -6.04 eV
* spin multiplicity: 2

Entry 3:
A structure of composition C17H23BrN7O2STi. Source: OMol25; level of theory: ωB97M-V/def2-TZVPD.

The geometry in XYZ format:
```
52
Properties=species:S:1:pos:R:3:nbo_charge:R:1
Ti 0.3702 -0.5233 -0.8872 1.422
O 1.1022 -5.1331 -0.0746 -0.685
C 0.5972 -4.6300 1.0797 0.417
C -0.1985 -5.3605 1.9525 -0.291
C -0.6879 -4.7573 3.0977 -0.130
C -0.3962 -3.4273 3.3882 -0.230
C 0.4043 -2.7072 2.5224 -0.186
C 0.9140 -3.2990 1.3665 -0.231
C 1.8191 -2.5883 0.4162 0.233
O 1.0485 -2.0819 -0.7242 -0.611
N 2.4728 -1.3748 0.9050 -0.438
N 1.6685 -0.2405 0.6596 -0.425
C 1.9582 0.8381 1.3618 0.143
C 1.4206 2.1017 1.1375 -0.223
Br 0.2505 2.1751 -0.3680 0.229
C 1.7708 3.1864 1.9231 0.009
C 1.4414 4.5549 1.9667 -0.098
C 0.4933 5.2127 1.1425 -0.136
C 0.2780 6.5594 1.2853 -0.210
C 0.9937 7.2881 2.2428 -0.048
C 1.9243 6.6679 3.0695 -0.219
C 2.1429 5.3161 2.9378 -0.084
H 0.9556 -6.0856 -0.1313 0.510
H -0.4257 -6.3984 1.7406 0.242
H -1.2973 -5.3350 3.7797 0.248
H -0.7723 -2.9734 4.2940 0.242
H 0.6512 -1.6796 2.7691 0.197
H 2.5696 -3.2594 0.0027 0.253
H 2.7300 -1.4580 1.8852 0.399
H 2.6913 0.7498 2.1612 0.246
H 2.4858 2.8882 2.6879 0.247
H -0.0826 4.6726 0.4078 0.208
H -0.4475 7.0639 0.6627 0.251
H 0.8140 8.3508 2.3435 0.255
H 2.4665 7.2410 3.8082 0.261
H 2.8637 4.8224 3.5780 0.231
N -1.2116 -0.6402 -2.5446 -0.652
N -2.5663 -0.6351 -2.1669 -0.420
C -2.8936 -0.7939 -0.8736 0.352
N -4.1617 -0.9019 -0.5470 -0.702
S -1.6851 -0.8657 0.3407 -0.017
H -1.0800 0.0806 -3.2541 0.418
H -0.9779 -1.5184 -3.0173 0.436
H -3.2529 -0.7445 -2.9035 0.430
H -4.9109 -0.8907 -1.2262 0.438
H -4.4235 -1.0110 0.4226 0.453
N 1.3530 -1.0281 -3.6294 -0.668
N 1.6259 -0.0279 -2.6148 -0.680
H 1.7989 -1.8941 -3.3385 0.394
H 1.7820 -0.7476 -4.5086 0.399
H 1.4499 0.8854 -3.0306 0.411
H 2.6145 -0.0150 -2.3486 0.411
```

* gap between HOMO and LUMO: 5.15 eV
* ΔE to the lowest compared entry with this formula, charge and spin: 0.5 kJ/mol
* charge: +3
* E_LUMO: -10.83 eV

Entry 4:
The molecule C5H8N2. Source: OMol25; level of theory: ωB97M-V/def2-TZVPD.

The geometry in XYZ format:
```
15
Properties=species:S:1:pos:R:3:nbo_charge:R:1
N 2.0696 -0.6475 -0.1901 -0.798
C 0.8998 -0.0527 0.4337 -0.146
C 0.9726 1.3985 0.7616 0.260
N 0.8303 2.5304 0.9578 -0.333
C -0.3024 -0.1700 -0.4938 -0.226
C -1.6013 0.4984 -0.1671 -0.414
C -1.5101 -1.0036 -0.1986 -0.406
H 2.8564 -0.6893 0.4488 0.368
H 2.3572 -0.1029 -0.9981 0.363
H 0.7153 -0.5835 1.3762 0.232
H -0.0111 -0.1255 -1.5409 0.221
H -1.6930 0.9580 0.8138 0.222
H -2.0866 1.0694 -0.9520 0.224
H -1.9255 -1.5816 -1.0183 0.221
H -1.5713 -1.4982 0.7670 0.214
```

* gap between HOMO and LUMO: 11.24 eV
* ΔE to the lowest compared entry with this formula, charge and spin: 137.7 kJ/mol
* E_LUMO: 0.90 eV
* SMILES string: N#C[C@H](N)C1CC1

Entry 5:
A cluster of 8 separate species, C20H26N8O2 in total. Source: OMol25; level of theory: ωB97M-V/def2-TZVPD.

The geometry in XYZ format:
```
56
Properties=species:S:1:pos:R:3:nbo_charge:R:1
C -4.0266 0.9676 3.7062 -0.707
C -3.4207 -0.3625 3.2576 0.279
N -3.0807 -1.3404 2.9124 -0.316
H -4.8472 1.2745 3.0578 0.250
H -3.1776 1.6422 3.5957 0.245
H -4.4511 1.0681 4.7051 0.250
C 0.7386 0.5670 -4.3933 -0.753
C 0.6334 0.7605 -2.9971 0.349
N 0.5169 0.8362 -1.9078 -0.404
H 0.6019 -0.4654 -4.7151 0.293
H 1.7181 0.8156 -4.8018 0.243
H -0.0296 1.1014 -4.9522 0.274
C 2.3176 3.7578 -1.2353 -0.729
C 1.4609 4.3423 -0.1839 0.299
N 0.7941 4.8605 0.6344 -0.360
H 2.0374 4.0583 -2.2449 0.261
H 2.3113 2.7053 -0.9517 0.279
H 3.3337 4.1356 -1.1219 0.250
C 1.4892 -2.4020 -0.2633 -0.753
C 2.7354 -1.7422 -0.5104 0.334
N 3.7385 -1.2150 -0.7275 -0.396
H 0.5903 -1.8394 -0.5156 0.286
H 1.3820 -2.8915 0.7047 0.261
H 1.3882 -3.1806 -1.0193 0.263
C -1.0670 1.6396 0.3831 -0.738
C -0.0814 0.8139 0.9682 0.349
N 0.7348 0.2527 1.5690 -0.400
H -1.8815 1.8498 1.0763 0.236
H -1.4158 1.0960 -0.4949 0.285
H -0.5880 2.5813 0.1152 0.264
C 3.5834 1.8652 1.2154 -0.729
C 3.9290 1.1918 2.4792 0.304
N 4.1724 0.6264 3.4459 -0.344
H 4.5446 2.1646 0.7976 0.243
H 2.9364 2.7117 1.4455 0.245
H 3.0917 1.2416 0.4688 0.278
C 1.0315 0.4967 5.1325 -0.741
C 2.1694 0.0801 5.9379 0.299
N 3.0861 -0.3823 6.4886 -0.343
H 0.8849 1.5723 5.0342 0.246
H 0.1591 -0.0294 5.5201 0.245
H 1.2077 0.2358 4.0890 0.291
C -2.4597 -3.0527 -0.6901 -0.306
C -2.7342 -1.8160 -1.1841 -0.236
C -2.6853 -1.5720 -2.5569 -0.255
C -2.1365 -2.5242 -3.4757 0.001
C -1.7033 -3.7659 -2.8666 -0.269
C -1.8705 -4.0467 -1.4906 -0.231
N -2.0514 -2.1711 -4.9064 0.427
O -1.7147 -3.0568 -5.6356 -0.553
O -2.3148 -1.0435 -5.3024 -0.596
H -2.6023 -3.1598 0.3751 0.205
H -2.9273 -1.0229 -0.4768 0.192
H -2.9435 -0.5689 -2.8627 0.215
H -1.4514 -4.6138 -3.4862 0.218
H -1.6564 -5.0474 -1.1454 0.202
```

* gap between HOMO and LUMO (alpha / beta): 3.63 / 7.63 eV
* charge: -1
* E_LUMO (alpha / beta): 2.01 / 2.01 eV
* spin multiplicity: 2

| no. | strongest force on any atom (eV/Å) | E (hartree) | molar mass (g/mol) |
| --- | --- | --- | --- |
| 1 | 1.44 | -401.1190 | 115.1 |
| 2 | 3.30 | -7074.4545 | 1294.8 |
| 3 | 0.12 | -5016.1222 | 517.3 |
| 4 | 1.10 | -304.7831 | 96.1 |
| 5 | 10.48 | -1366.0552 | 410.5 |